{"formula": "C58H83N4S2", "method": "the ωB97M-V functional and the def2-TZVPD basis", "largest_force_ha_per_bohr": 0.03422, "e_lumo_ev": -4.3, "total_charge": 1, "homo_lumo_gap_ev": 5.867, "multiplicity": 1, "symbols": ["C", "C", "C", "C", "C", "C", "C", "C", "N", "C", "C", "C", "C", "C", "C", "C", "C", "C", "S", "S", "C", "C", "C", "N", "C", "C", "C", "C", "N", "C", "C", "C", "C", "N", "H", "H", "H", "H", "H", "H", "H", "H", "H", "H", "H", "H", "H", "H", "H", "H", "H", "H", "H", "H", "H", "H", "H", "H", "H", "H", "H", "H", "H", "H", "H", "H", "H", "H", "H", "H", "H", "H", "H", "H", "H", "H", "H", "H", "H", "H", "H", "H", "H", "H", "H", "H", "H", "C", "C", "C", "C", "C", "C", "H", "H", "H", "H", "H", "H", "C", "C", "C", "C", "C", "C", "H", "H", "H", "H", "H", "H", "C", "C", "C", "C", "C", "C", "H", "H", "H", "H", "H", "H", "C", "C", "C", "C", "C", "C", "H", "H", "H", "H", "H", "H", "C", "C", "C", "C", "C", "C", "H", "H", "H", "H", "H", "H"], "positions_angstrom": [[-1.438500, 0.502965, 4.187975], [0.095817, 0.588412, 4.177408], [0.666560, 1.002557, 2.798696], [1.786037, 0.087161, 2.274424], [2.945076, 0.835267, 1.609112], [2.538132, 1.815096, 0.497260], [1.505759, 1.269189, -0.507859], [2.135128, 0.897709, -1.864050], [1.469480, -0.255140, -2.517251], [2.395396, -1.145083, -3.267393], [2.234858, -2.642498, -2.938254], [2.240563, -3.546291, -4.187286], [3.591583, -4.262854, -4.446490], [3.504839, -5.776445, -4.214313], [4.675165, -6.563680, -4.854569], [4.222931, -7.804095, -5.627792], [4.045471, -9.028197, -4.708153], [0.282737, -0.047979, -3.145090], [-0.490169, -1.195648, -4.037189], [-0.431373, 1.599684, -3.050380], [-2.179366, 1.254191, -2.819053], [-2.612481, 1.505272, -1.357648], [-4.027064, 2.071848, -1.331012], [-4.449128, 2.331325, 0.063717], [-4.868337, 3.516472, 0.417273], [-5.185531, 3.785021, 1.754339], [-5.018144, 2.748286, 2.647114], [-4.593879, 1.494857, 2.150204], [-4.368150, 0.480448, 3.016990], [-5.344983, 0.268623, 4.113360], [-4.823566, 0.808295, 5.457448], [-5.788789, 1.754797, 6.205714], [-5.105965, 3.067268, 6.648814], [-4.326676, 1.284153, 0.875508], [-1.754463, -0.405278, 3.668033], [-1.889807, 1.362937, 3.687024], [-1.805308, 0.458444, 5.215097], [0.482548, -0.389799, 4.466184], [0.428743, 1.305103, 4.929841], [-0.167051, 1.005103, 2.087797], [1.023797, 2.032579, 2.865741], [1.359659, -0.614404, 1.551978], [2.198897, -0.525930, 3.078003], [3.450617, 1.419044, 2.385879], [3.681792, 0.117529, 1.239846], [3.443708, 2.085214, -0.055026], [2.181639, 2.748705, 0.936335], [0.749593, 2.038523, -0.659246], [0.977773, 0.393689, -0.130439], [2.210981, 1.757985, -2.537964], [3.161554, 0.594944, -1.657281], [3.415044, -0.844875, -3.029002], [2.255914, -0.962169, -4.335153], [1.268711, -2.759609, -2.447331], [3.019970, -2.956334, -2.249512], [2.016528, -2.943846, -5.070944], [1.442185, -4.284357, -4.119162], [3.856610, -4.109426, -5.497720], [4.385298, -3.807440, -3.849897], [3.535095, -5.942978, -3.133419], [2.562302, -6.151425, -4.614843], [5.355347, -6.851336, -4.046591], [5.255659, -5.916413, -5.518035], [3.258902, -7.602551, -6.101225], [4.946866, -8.064462, -6.401142], [3.305974, -9.729332, -5.096669], [3.703662, -8.717731, -3.717623], [4.990016, -9.558910, -4.586338], [-2.720400, 1.933444, -3.483601], [-2.381023, 0.234197, -3.139409], [-1.904067, 2.201109, -0.905434], [-2.581669, 0.570427, -0.799680], [-4.041294, 3.029703, -1.845015], [-4.722397, 1.367667, -1.785186], [-4.943434, 4.276941, -0.345231], [-5.523403, 4.763592, 2.064782], [-5.186304, 2.863083, 3.710742], [-4.176471, -0.373626, 2.507916], [-5.471112, -0.812312, 4.181566], [-6.325511, 0.677839, 3.863830], [-3.901958, 1.357201, 5.244950], [-4.523715, -0.008969, 6.113363], [-6.139761, 1.263117, 7.112974], [-6.655817, 2.005415, 5.592156], [-5.267406, 3.862182, 5.915669], [-5.505168, 3.429217, 7.596315], [-4.032087, 2.936783, 6.785401], [9.778791, -6.535854, -7.209050], [8.888873, -6.179576, -6.205446], [8.312472, -4.916838, -6.205773], [8.618014, -4.014995, -7.215109], [9.506307, -4.371741, -8.220055], [10.089252, -5.631270, -8.215098], [10.230732, -7.519288, -7.207501], [8.644812, -6.886137, -5.422212], [7.621334, -4.637182, -5.420009], [8.161980, -3.034117, -7.221400], [9.742745, -3.668583, -9.008302], [10.784438, -5.909239, -8.996647], [-9.828229, 7.798221, 3.853596], [-9.541547, 6.701906, 3.052933], [-8.336066, 6.032374, 3.205904], [-7.422607, 6.453048, 4.163553], [-7.710715, 7.547567, 4.965849], [-8.913129, 8.221566, 4.807688], [-10.766688, 8.323092, 3.734685], [-10.256773, 6.370461, 2.311654], [-8.112924, 5.176288, 2.578737], [-6.482952, 5.925534, 4.290146], [-7.000502, 7.874385, 5.714021], [-9.138332, 9.077179, 5.430219], [-1.571851, 6.538508, 4.035513], [-0.244576, 6.577544, 3.630863], [0.257523, 5.592841, 2.790809], [-0.569486, 4.569385, 2.350252], [-1.895468, 4.532141, 2.753930], [-2.398079, 5.513443, 3.597634], [-1.960713, 7.305070, 4.692579], [0.399705, 7.377163, 3.971220], [1.293869, 5.623262, 2.480098], [-0.181025, 3.801546, 1.693524], [-2.537162, 3.731517, 2.411027], [-3.433242, 5.481009, 3.919495], [-1.126259, -2.481229, 6.996550], [-2.433629, -2.234280, 6.602355], [-3.492816, -2.696601, 7.371200], [-3.244520, -3.402313, 8.540118], [-1.937315, -3.647583, 8.935999], [-0.878674, -3.189644, 8.163691], [-0.300946, -2.121991, 6.395094], [-2.625497, -1.679268, 5.691050], [-4.514008, -2.509806, 7.060618], [-4.069089, -3.761909, 9.141556], [-1.743219, -4.197195, 9.847551], [0.139940, -3.385250, 8.471899], [6.689012, -0.252404, -8.135517], [5.629495, 0.066684, -8.973593], [4.324814, -0.181359, -8.570194], [4.078839, -0.744790, -7.325756], [5.138752, -1.061982, -6.487801], [6.443365, -0.817146, -6.891842], [7.706384, -0.061507, -8.452135], [5.821055, 0.508174, -9.942875], [3.499734, 0.062267, -9.226875], [3.060515, -0.939252, -7.011251], [4.947520, -1.503579, -5.516883], [7.268579, -1.067456, -6.237170]], "atomic_forces_ev_per_a": [[0.57, 0.02, 0.11], [-0.28, 0.13, -0.26], [-0.06, -0.30, 0.34], [0.06, 0.07, -0.28], [-0.10, 0.23, 0.21], [0.12, -0.33, -0.16], [0.03, 0.50, -0.22], [0.00, -0.25, 0.73], [0.55, 1.20, -1.17], [0.29, -0.56, 0.32], [-0.61, 0.00, -0.37], [0.70, 0.17, 0.04], [-0.66, -0.14, -0.56], [0.83, 0.15, 0.14], [-0.02, 0.16, 0.10], [-0.07, -0.47, 0.50], [-0.08, 0.22, -0.03], [-0.53, -0.45, 0.19], [0.01, -0.05, -0.02], [0.36, -0.14, 0.19], [-0.32, 0.34, 0.21], [0.15, -0.22, -0.42], [0.54, -0.21, 0.06], [0.15, -0.60, -0.08], [-0.25, 0.79, 0.22], [0.06, -1.05, 0.75], [-0.45, 1.09, -0.52], [0.32, -0.01, 0.67], [-1.11, -0.62, -0.62], [0.59, -0.43, 0.59], [-0.12, 0.55, -0.13], [0.51, 0.18, 0.43], [-0.16, -0.05, -0.05], [0.04, 0.46, -0.54], [-0.09, 0.08, -0.04], [0.04, 0.00, 0.08], [-0.09, -0.02, -0.08], [0.12, 0.02, 0.04], [0.00, -0.08, 0.06], [0.10, 0.10, -0.13], [0.01, -0.01, -0.03], [0.02, -0.12, 0.14], [-0.04, 0.07, 0.07], [0.10, -0.06, -0.05], [-0.07, -0.05, -0.06], [-0.01, 0.13, 0.06], [-0.11, -0.07, 0.05], [-0.06, -0.10, -0.05], [0.08, -0.02, 0.05], [-0.12, -0.02, 0.02], [-0.07, -0.16, -0.11], [-0.07, 0.19, 0.06], [-0.13, -0.07, 0.03], [0.14, 0.02, 0.17], [-0.05, -0.02, 0.11], [-0.19, 0.04, 0.11], [0.01, -0.04, 0.06], [0.11, 0.02, 0.06], [0.08, -0.09, 0.03], [-0.40, -0.16, -0.03], [-0.09, 0.05, 0.09], [0.15, -0.12, -0.18], [-0.13, 0.10, 0.00], [0.14, 0.14, -0.21], [-0.09, 0.12, -0.11], [0.09, -0.04, -0.06], [-0.02, -0.03, -0.01], [-0.01, 0.00, 0.08], [0.09, -0.08, -0.08], [0.04, -0.01, -0.13], [-0.15, 0.08, 0.16], [0.08, 0.05, 0.05], [-0.23, -0.04, -0.08], [-0.16, 0.10, 0.07], [0.07, -0.09, -0.10], [0.05, 0.03, -0.08], [-0.03, 0.08, -0.06], [0.25, 0.00, 0.09], [-0.09, 0.05, -0.06], [0.05, 0.14, -0.12], [-0.06, -0.06, -0.02], [-0.03, -0.05, -0.06], [-0.25, -0.10, -0.18], [-0.12, -0.16, 0.05], [0.14, 0.02, -0.01], [-0.07, 0.02, -0.07], [0.00, -0.02, -0.01], [0.00, -0.01, 0.00], [0.00, 0.00, 0.02], [-0.03, -0.01, 0.00], [0.02, 0.02, -0.01], [0.00, -0.02, 0.00], [0.00, 0.00, -0.01], [0.00, 0.00, 0.00], [0.00, 0.00, 0.01], [-0.01, 0.00, 0.00], [-0.02, 0.00, -0.02], [0.00, 0.00, 0.00], [0.00, 0.00, 0.00], [0.00, 0.00, 0.00], [-0.01, 0.01, -0.02], [0.07, -0.04, 0.01], [0.01, -0.05, -0.06], [0.02, 0.01, 0.02], [-0.01, 0.00, 0.00], [0.00, 0.00, 0.00], [0.00, 0.00, 0.00], [-0.03, -0.02, 0.01], [0.00, 0.01, 0.03], [0.00, 0.01, 0.00], [0.00, 0.00, 0.01], [0.00, 0.01, 0.01], [-0.01, -0.01, 0.01], [0.00, 0.00, -0.01], [0.06, 0.02, -0.04], [-0.01, 0.01, 0.01], [-0.04, -0.05, -0.03], [0.00, 0.00, 0.00], [0.00, 0.00, 0.01], [0.00, 0.01, -0.01], [0.02, -0.02, -0.01], [0.05, -0.06, 0.01], [0.00, 0.01, 0.01], [0.00, 0.01, 0.00], [-0.05, 0.02, -0.05], [0.01, 0.02, 0.00], [-0.02, 0.00, 0.01], [0.00, 0.00, 0.00], [0.01, 0.00, 0.01], [0.01, 0.00, -0.01], [0.01, -0.04, 0.02], [-0.01, -0.01, 0.00], [0.00, 0.00, 0.00], [0.00, -0.01, 0.00], [0.00, 0.00, 0.00], [0.01, 0.00, 0.00], [0.00, -0.01, -0.01], [0.00, 0.01, 0.00], [-0.01, -0.01, 0.01], [-0.04, -0.01, 0.06], [0.01, 0.01, 0.01], [0.00, 0.00, 0.00], [0.00, -0.01, -0.01], [0.00, 0.01, 0.00], [0.00, -0.01, -0.01], [0.00, -0.02, 0.00], [0.00, 0.02, 0.02]]}